(1)
DFT (wB97M-V/def2-TZVPD) results for the molecule C9H12S.

Output
Kohn-Sham gap   7.81 eV
SMILES   C=[S@@]1(C)=CCC2=CCC=C21

Positions of all 22 atoms, in Å:
C (2.65976, -0.57476, -0.29886)
C (1.40251, 1.45412, -0.71913)
C (-0.90816, -1.79297, -0.00223)
C (1.32226, -0.83952, -0.08332)
C (0.67488, 0.40878, -0.36424)
C (-2.69415, 0.13333, -1.20841)
C (2.75329, 0.90419, -0.78351)
C (0.50292, -2.00463, 0.34645)
C (-1.98871, 0.93036, 1.25824)
S (-1.31840, -0.16173, -0.17024)
H (3.59268, -1.06990, -0.15760)
H (0.96607, 2.42221, -0.92400)
H (-1.56931, -2.52353, 0.49152)
H (-2.65471, 1.25744, -1.34290)
H (-2.72361, -0.52124, -2.13723)
H (3.41523, 1.43711, -0.09764)
H (3.18238, 1.07190, -1.88616)
H (0.73791, -2.29551, 1.38798)
H (0.83029, -2.91551, -0.07296)
H (-3.04840, 0.77607, 1.39320)
H (-1.52953, 0.72786, 2.16992)
H (-1.97132, 1.88742, 0.68869)

Atoms 1-6, force components in eV/Å:
C -1.78 1.77 -0.76
C -1.70 -0.13 0.02
C -1.00 0.88 0.36
C 2.97 0.25 -0.39
C -4.03 -1.64 0.74
C 1.78 0.03 -0.13

Atomic partial charges in e from the Löwdin method, atoms 1 to 2: atom 1 (C): 0.017, atom 2 (C): -0.093

=====

(2)
DFT (wB97M-V/def2-TZVPD) results for a structure of composition C51H65AlF11O33.

Output
Net charge   -1
Kohn-Sham gap   6.27 eV

Positions of all 161 atoms, in Å:
C (-1.90347, -2.45062, 7.50096)
C (-0.46406, -2.56062, 6.74181)
C (-0.52756, -3.91672, 5.83208)
C (0.94493, -4.33727, 5.31189)
Al (-1.90695, -3.69825, 4.30833)
C (-2.08118, -1.67904, 3.83978)
C (-3.03680, -1.50847, 2.55527)
C (-2.30339, -0.96158, 1.24077)
C (-1.45162, 0.38100, 1.43961)
C (-0.84900, 0.80539, 0.01248)
C (0.74144, 0.52895, -0.13300)
O (1.48229, 0.86592, 1.06929)
C (2.06531, -0.27039, 1.68575)
C (1.39929, -1.71196, 1.82880)
O (3.20651, -0.10754, 2.20955)
C (-1.37436, -4.62252, 2.55969)
O (-0.78632, -5.96995, 2.72259)
C (-0.01758, -6.14246, 1.51065)
C (1.51576, -5.95518, 1.49248)
C (2.23323, -6.11789, 0.12277)
C (1.41990, -6.43346, -1.16671)
C (-0.11775, -6.63463, -1.09459)
C (-0.88021, -6.48600, 0.23704)
C (-3.68419, -4.46976, 5.07680)
C (-4.82941, -4.64491, 3.96758)
F (-3.47043, -5.81957, 5.64718)
H (-1.89325, -1.70430, 8.36430)
H (-2.22787, -3.49116, 7.88755)
H (-2.65595, -2.14340, 6.69947)
H (0.32545, -2.74039, 7.57313)
H (-0.21802, -1.63416, 6.12542)
H (-0.83929, -4.74592, 6.58043)
H (1.51925, -4.74707, 6.23332)
H (1.55333, -3.45359, 4.91823)
H (0.92340, -5.17638, 4.53977)
H (-0.99739, -1.36054, 3.57984)
H (-2.48305, -1.09186, 4.74692)
H (-3.94097, -0.85186, 2.79636)
H (-3.45271, -2.55451, 2.27896)
H (-3.14304, -0.70100, 0.48428)
H (-1.66879, -1.76763, 0.70305)
H (-2.16141, 1.23730, 1.75793)
H (-0.68295, 0.28617, 2.27415)
H (-1.05867, 1.90817, -0.26510)
H (-1.38558, 0.19179, -0.80679)
H (0.96870, -0.51241, -0.55660)
H (1.10007, 1.27164, -0.94606)
H (0.34243, -1.79127, 1.38357)
H (2.04678, -2.42981, 1.19005)
H (1.46381, -2.12797, 2.89823)
H (-0.52950, -3.97842, 2.08821)
H (-2.23797, -4.59138, 1.80148)
H (2.02304, -5.69842, 2.47895)
H (3.36094, -5.95599, 0.10503)
H (1.94941, -6.52172, -2.17721)
H (-0.70545, -6.85802, -2.04464)
H (-2.01851, -6.60877, 0.33061)
H (-4.04213, -3.78570, 5.92959)
H (-5.01144, -3.71341, 3.33602)
H (-5.82408, -4.84941, 4.52956)
H (-4.63104, -5.58858, 3.34566)
C (4.17610, -0.83463, -1.83959)
C (4.62389, -2.17029, -2.33592)
O (3.45482, -2.70603, -2.91922)
C (2.73875, -1.63185, -3.34783)
O (1.82932, -1.70362, -4.12379)
O (3.18768, -0.47069, -2.79327)
F (4.99797, -2.97130, -1.30861)
H (3.72094, -0.88441, -0.84583)
H (4.98661, -0.10514, -1.81728)
H (5.42175, -2.12855, -3.08288)
C (1.63580, 2.15229, 8.58171)
C (2.08716, 0.82319, 8.06465)
O (0.91276, 0.27908, 7.50054)
C (0.17523, 1.35136, 7.09455)
O (-0.74739, 1.28513, 6.33940)
O (0.62595, 2.51311, 7.65239)
F (2.49128, 0.01907, 9.07837)
H (1.20187, 2.08910, 9.58381)
H (2.43977, 2.88997, 8.59339)
H (2.86927, 0.87921, 7.30179)
C (-1.00946, 3.84373, -2.95958)
C (-1.53493, 2.66569, -3.71537)
O (-2.93779, 2.82253, -3.62223)
C (-3.14621, 4.16282, -3.52203)
O (-4.20593, 4.69490, -3.69317)
O (-2.00141, 4.83016, -3.20986)
F (-1.18985, 1.50696, -3.11064)
H (-0.94377, 3.66100, -1.88319)
H (-0.03286, 4.16984, -3.32021)
H (-1.23735, 2.63710, -4.76776)
C (-4.17668, 7.69815, -2.99634)
C (-3.38812, 8.24852, -1.85117)
O (-3.88064, 9.56776, -1.72365)
C (-5.16974, 9.51821, -2.16355)
O (-5.98354, 10.37121, -1.95678)
O (-5.42078, 8.37472, -2.86049)
F (-2.06588, 8.30865, -2.15269)
H (-3.73562, 7.94047, -3.96752)
H (-4.30717, 6.61710, -2.93054)
H (-3.52861, 7.71100, -0.90833)
C (1.15792, 7.41063, -0.42142)
C (0.59789, 6.30194, -1.25309)
O (0.73105, 5.17060, -0.41834)
C (0.65356, 5.65000, 0.85691)
O (0.45801, 4.97017, 1.81843)
O (0.81876, 7.00365, 0.89698)
F (1.34493, 6.10339, -2.36914)
H (2.24507, 7.49524, -0.50661)
H (0.71161, 8.37630, -0.66095)
H (-0.45276, 6.43390, -1.52862)
C (0.61116, -4.22271, -6.04403)
C (0.27368, -4.00560, -7.48352)
O (1.37700, -4.57613, -8.16129)
C (1.83487, -5.56487, -7.34212)
O (2.58120, -6.43547, -7.69049)
O (1.33676, -5.44624, -6.08204)
F (0.22237, -2.68521, -7.77842)
H (1.25074, -3.43529, -5.63572)
H (-0.27687, -4.31258, -5.41694)
H (-0.65015, -4.49319, -7.80848)
C (-0.81985, 11.20817, 2.72286)
C (-0.99950, 9.93155, 1.96495)
O (0.28810, 9.68421, 1.43847)
C (1.15642, 10.24834, 2.32488)
O (2.32783, 10.01365, 2.35846)
O (0.52343, 11.10757, 3.17303)
F (-1.86278, 10.09549, 0.93292)
H (-0.92537, 12.09313, 2.08883)
H (-1.51006, 11.29454, 3.56326)
H (-1.31408, 9.08322, 2.57985)
C (5.06837, -3.46847, -7.58576)
C (6.15849, -4.47702, -7.42331)
O (7.12471, -3.78812, -6.65176)
C (6.42034, -2.89778, -5.90194)
O (6.85864, -2.32909, -4.94180)
O (5.15121, -2.73515, -6.37078)
F (6.70985, -4.79496, -8.61984)
H (5.23929, -2.79397, -8.42959)
H (4.08723, -3.93104, -7.70004)
H (5.85372, -5.38597, -6.90338)
C (4.97835, -7.32701, -3.48417)
C (4.63992, -7.08420, -4.92073)
O (5.72828, -7.66229, -5.61173)
C (6.17342, -8.67098, -4.80895)
O (6.90000, -9.54746, -5.17278)
O (5.68150, -8.56065, -3.54281)
F (4.61031, -5.75582, -5.19755)
H (5.63277, -6.55517, -3.06864)
H (4.09093, -7.41010, -2.85496)
H (3.70678, -7.55117, -5.24835)
C (-7.14780, 5.98025, 0.36481)
C (-7.34805, 4.70357, -0.38668)
O (-6.06591, 4.43558, -0.91903)
C (-5.18662, 4.99214, -0.03902)
O (-4.01620, 4.74443, -0.00804)
O (-5.80387, 5.86304, 0.80876)
F (-8.21352, 4.87516, -1.41377)
H (-7.24453, 6.86415, -0.27234)
H (-7.83260, 6.07928, 1.20822)
H (-7.67110, 3.86242, 0.23354)

Atoms 1-6, force components in eV/Å:
C 0.50 -0.13 -0.82
C -0.52 -1.75 0.80
C 0.89 0.28 0.57
C 0.02 -0.18 1.20
Al 0.07 0.05 1.00
C -0.06 0.00 -0.32

Atomic partial charges in e from the Löwdin method, atoms 1 to 2: atom 1 (C): -0.134, atom 2 (C): -0.276

=====

(3)
DFT (wB97M-V/def2-TZVPD) results for the molecule C6H6.

Output
Kohn-Sham gap   8.62 eV

Positions of all 12 atoms, in Å:
C (2.42782, 0.61881, 0.26832)
C (1.26146, 1.05607, 0.32342)
C (0.50103, -0.33178, 0.08570)
C (-0.13155, 0.82529, 0.05895)
C (0.73513, -1.77261, -0.05586)
C (-1.44792, 1.47736, -0.07664)
H (1.67661, -2.00289, -0.49735)
H (-0.16786, -2.16049, -0.70871)
H (0.61722, -2.36324, 0.98411)
H (-1.43589, 2.58827, 0.23124)
H (-2.27803, 0.97236, 0.43399)
H (-1.75802, 1.09285, -1.04717)

Atoms 1-6, force components in eV/Å:
C 2.09 -0.19 0.32
C -0.59 0.39 -0.20
C -0.94 1.97 -0.12
C -0.23 -2.64 0.89
C -3.29 -1.71 1.23
C -0.42 0.48 0.46

Atomic partial charges in e from the Löwdin method, atoms 1 to 2: atom 1 (C): 0.070, atom 2 (C): -0.247

=====

(4)
DFT (wB97M-V/def2-TZVPD) results for a structure of composition BaH16O8.

Output
Net charge   +2
Kohn-Sham gap   12.29 eV

Positions of all 25 atoms, in Å:
Ba (-0.24896, 0.03444, -0.21328)
O (-0.03896, -0.08556, 2.67672)
H (-0.68596, -0.22156, 3.38572)
H (0.79804, -0.38156, 3.05872)
O (2.13204, 0.36044, 1.10672)
H (1.87204, 0.98044, 1.72572)
H (2.81204, 0.88244, 0.66972)
O (1.58504, -1.64756, -1.77128)
H (1.81004, -1.61656, -2.71528)
H (2.39004, -1.54156, -1.24428)
O (-2.94896, 0.41744, -1.16728)
H (-3.64296, 0.06944, -0.60828)
H (-3.31396, 1.10244, -1.66928)
O (-1.33496, -2.22656, -1.47128)
H (-0.72496, -2.06156, -2.16828)
H (-0.90296, -2.99256, -1.08528)
O (0.46504, 2.55744, 0.99472)
H (0.02104, 3.33344, 1.31772)
H (0.96004, 2.85044, 0.20372)
O (-2.14796, -1.46156, 1.46572)
H (-1.84196, -1.58256, 2.37172)
H (-3.02696, -1.09656, 1.54372)
O (1.65704, 1.34444, -1.92028)
H (2.49404, 0.91744, -1.95428)
H (1.86304, 2.06544, -2.53228)

Atoms 1-6, force components in eV/Å:
Ba -0.78 -0.26 0.27
O 0.03 -0.24 0.22
H 0.24 0.32 -0.09
H -0.02 -0.04 0.09
O 1.19 -1.66 -2.26
H -1.33 2.05 2.56

Atomic partial charges in e from the Löwdin method, atoms 1 to 2: atom 1 (Ba): 2.144, atom 2 (O): -0.139

=====

(5)
DFT (wB97M-V/def2-TZVPD) results for a cluster of 5 separate species, C21H49ClN4O5P in total.

Output
Net charge   +1
Kohn-Sham gap   7.78 eV

Positions of all 81 atoms, in Å:
C (0.20162, -2.79467, -1.54981)
C (0.45797, -1.99965, -0.25267)
C (1.80466, -2.45978, 0.34822)
Cl (2.15489, -4.19577, 0.20102)
P (1.91677, -2.10819, 2.13558)
O (3.29363, -2.63709, 2.69274)
C (4.36623, -1.61300, 2.64344)
C (5.67584, -2.13681, 2.07135)
C (6.59076, -0.90655, 1.92623)
C (5.52942, -2.96669, 0.78267)
C (5.55626, -4.48984, 1.07504)
C (6.62914, -2.71250, -0.26288)
H (1.09247, -2.78716, -2.17608)
H (-0.65506, -2.37650, -2.07080)
H (-0.04038, -3.83649, -1.35373)
H (0.60953, -0.95551, -0.57362)
H (-0.38811, -2.02588, 0.43527)
H (2.58833, -1.85833, -0.11229)
H (1.81874, -0.73774, 2.42099)
H (0.92854, -2.85332, 2.79438)
H (4.55604, -1.35341, 3.68518)
H (4.02051, -0.69095, 2.16230)
H (6.12817, -2.76016, 2.84591)
H (7.59822, -1.26883, 1.74749)
H (6.25402, -0.29082, 1.09396)
H (6.61811, -0.29938, 2.83177)
H (4.58227, -2.77847, 0.27271)
H (5.08552, -4.97576, 0.22288)
H (6.59880, -4.79705, 1.11767)
H (5.01652, -4.73546, 1.98691)
H (6.34169, -3.28624, -1.14796)
H (7.58838, -3.12643, 0.04057)
H (6.70240, -1.67670, -0.58329)
C (-4.77647, -0.17707, 1.05046)
C (-3.29875, -0.40149, 0.86324)
O (-2.86231, -1.30359, 0.15592)
N (-2.45129, 0.44019, 1.50633)
C (-2.77635, 1.56054, 2.37883)
H (-5.32461, -0.92003, 0.47892)
H (-5.04581, -0.28151, 2.10163)
H (-5.05617, 0.81403, 0.69190)
H (-1.48016, 0.23981, 1.33197)
H (-2.35426, 2.47407, 1.96100)
H (-2.33178, 1.38675, 3.36019)
H (-3.84682, 1.68483, 2.49148)
C (2.38133, 0.26852, -3.01611)
C (1.07818, 1.01486, -2.88299)
O (0.66143, 1.40883, -1.79909)
N (0.36455, 1.24022, -4.00850)
C (0.68408, 0.85428, -5.37317)
H (2.83823, 0.16793, -2.03468)
H (2.19883, -0.72842, -3.42071)
H (3.06454, 0.81508, -3.66604)
H (-0.49412, 1.74322, -3.84397)
H (0.74501, 1.74785, -5.99484)
H (-0.10891, 0.21389, -5.76061)
H (1.62728, 0.32158, -5.42508)
C (-0.51527, 6.15583, 3.76942)
C (-1.14991, 5.46429, 2.58762)
O (-2.28091, 5.00613, 2.63598)
N (-0.41588, 5.36483, 1.44629)
C (0.93143, 5.84437, 1.19791)
H (-1.22022, 6.15561, 4.59494)
H (0.38762, 5.62880, 4.08107)
H (-0.27045, 7.18890, 3.52068)
H (-0.89988, 4.89454, 0.69715)
H (0.91556, 6.55381, 0.36943)
H (1.56954, 5.00271, 0.92205)
H (1.34577, 6.33203, 2.07349)
C (-8.39024, 1.20583, -1.90880)
C (-8.72880, -0.09754, -1.22541)
O (-9.25390, -0.13470, -0.12575)
N (-8.42672, -1.25275, -1.87950)
C (-7.80583, -1.41449, -3.18099)
H (-8.69143, 2.02617, -1.26464)
H (-7.31579, 1.27681, -2.08559)
H (-8.92549, 1.29136, -2.85518)
H (-8.68126, -2.08157, -1.36536)
H (-8.47954, -1.96798, -3.83710)
H (-6.88078, -1.98395, -3.07239)
H (-7.58018, -0.45502, -3.63364)

Atoms 1-6, force components in eV/Å:
C -0.43 0.00 0.46
C 0.48 0.02 -0.94
C -0.62 0.77 0.57
Cl 0.02 0.16 0.21
P 0.57 -1.30 -0.42
O -0.41 0.99 -0.19

Atomic partial charges in e from the Löwdin method, atoms 1 to 2: atom 1 (C): -0.114, atom 2 (C): -0.289

=====

(6)
DFT (wB97M-V/def2-TZVPD) results for a structure of composition C31H30B2F5N14Ru.

Output
Net charge   +1
Kohn-Sham gap (alpha / beta)   6.18 / 6.14 eV

Positions of all 83 atoms, in Å:
Ru (0.54120, -0.93404, 0.32876)
C (2.79525, -3.96465, -1.84577)
C (1.99164, -2.82434, -1.83861)
N (1.70878, -2.45898, -0.59166)
N (2.32103, -3.35974, 0.22161)
C (2.97658, -4.27053, -0.51635)
B (2.08906, -3.29641, 1.72668)
N (0.59636, -3.39362, 2.02733)
C (-0.06386, -4.29502, 2.78241)
C (-1.41430, -4.05609, 2.66510)
C (-1.50597, -2.96366, 1.79430)
N (-0.29733, -2.57903, 1.41506)
N (2.59496, -1.81803, 2.09705)
C (3.83826, -1.36663, 2.58962)
C (3.91701, -0.04484, 2.44540)
C (2.58968, 0.41363, 1.93567)
N (1.90662, -0.84298, 1.65060)
H (3.18183, -4.48911, -2.70102)
H (1.58824, -2.27509, -2.66758)
H (3.51584, -5.07106, -0.03819)
H (2.72768, -4.09500, 2.33831)
H (0.47698, -5.04068, 3.34073)
H (-2.21804, -4.59298, 3.13590)
H (-2.37447, -2.43229, 1.43638)
H (4.53216, -2.08488, 2.99257)
H (4.70930, 0.60067, 2.78688)
H (2.05167, 0.92754, 2.74499)
C (-0.10858, -0.47595, 3.79824)
C (-0.88861, 0.30846, 2.78899)
C (-1.93713, 1.16128, 3.11659)
C (-2.38375, 1.67008, 1.91999)
N (-1.64268, 1.15103, 0.93231)
N (-0.70408, 0.31830, 1.45427)
B (-1.74601, 1.41793, -0.59295)
N (-0.64153, 2.39011, -1.04293)
C (-0.75865, 3.72216, -0.88414)
C (0.29011, 4.32513, -1.53275)
C (1.02216, 3.26408, -2.08486)
C (2.19314, 3.37608, -3.00881)
N (0.45868, 2.09855, -1.76124)
N (-1.79693, 0.02296, -1.32637)
C (-2.86558, -0.40979, -2.01736)
C (-2.72036, -1.75008, -2.27869)
C (-1.51250, -2.11021, -1.69176)
C (-0.97881, -3.50591, -1.68489)
N (-0.94544, -1.02761, -1.12873)
N (-3.05510, 2.12718, -0.96927)
C (-3.26035, 2.68995, -2.18778)
C (-4.54978, 3.14845, -2.22976)
C (-5.08320, 2.82920, -0.96210)
C (-6.45411, 3.10585, -0.43505)
N (-4.17981, 2.21508, -0.21676)
H (-0.71589, -0.56670, 4.69751)
H (0.81015, 0.03050, 4.10469)
H (0.13811, -1.47958, 3.47155)
H (-2.31756, 1.37124, 4.10097)
H (-3.18608, 2.34467, 1.68549)
H (-1.59607, 4.15419, -0.35848)
H (0.47790, 5.37976, -1.63833)
H (2.16477, 4.34118, -3.51224)
H (2.17838, 2.59837, -3.77113)
H (3.15178, 3.34194, -2.48267)
H (-3.67798, 0.24877, -2.25849)
H (-3.40105, -2.39356, -2.80803)
H (-1.81807, -4.18720, -1.81638)
H (-0.47155, -3.76193, -0.75861)
H (-0.29081, -3.67978, -2.51079)
H (-2.47795, 2.71874, -2.92979)
H (-5.04076, 3.64749, -3.04754)
H (-7.05096, 3.63213, -1.17758)
H (-6.40929, 3.72069, 0.46375)
H (-6.96700, 2.17877, -0.17948)
F (1.99124, -0.15091, -2.72007)
C (2.50806, 0.40157, -1.62329)
C (1.74122, 0.44108, -0.42897)
C (2.38380, 1.32480, 0.69011)
F (1.46352, 2.28563, 1.04955)
C (3.67892, 2.01597, 0.40619)
F (4.13875, 2.78558, 1.38758)
C (4.35792, 1.76132, -0.70322)
F (5.55312, 2.25885, -0.97070)
C (3.73683, 0.94739, -1.73603)
F (4.41926, 0.83454, -2.85589)

Atoms 1-6, force components in eV/Å:
Ru -0.20 0.15 -0.02
C 0.01 0.00 -0.01
C 0.04 0.05 0.05
N 0.14 0.00 -0.12
N -0.12 0.03 -0.02
C 0.01 -0.02 0.03

Atomic partial charges in e from the Löwdin method, atoms 1 to 2: atom 1 (Ru): 1.278, atom 2 (C): -0.019